Entry 1:
Below is a structure of composition C21H19N3O8PdSi at a distorted geometry, with properties calculated with ωB97M-V with the def2-TZVPD basis set.

## Properties
highest occupied orbital energy (spin up / spin down) = -9.525 / -9.526 eV
LUMO (spin up / spin down) = -0.150 / -0.151 Eh

```
! RIJCOSX wB97M-V def2-TZVPD def2/J DEFGRID3
* xyz 0 1
Pd 0.193 -0.392 0.024
O -1.702 3.031 -1.704
C -0.962 2.254 -1.136
O -0.574 1.109 -1.501
C -0.403 2.674 0.239
C -0.526 3.949 0.766
C 0.014 4.199 2.020
C 0.616 3.157 2.724
C 0.678 1.914 2.123
N 0.202 1.693 0.907
C 1.285 0.646 2.826
O 1.931 0.850 3.831
O 0.984 -0.417 2.235
H -1.020 4.713 0.187
H -0.034 5.189 2.444
H 1.038 3.294 3.707
C 3.315 2.157 -0.317
C 3.523 0.696 -0.221
N 2.560 -0.204 -0.289
C 3.135 -1.433 -0.220
C 4.500 -1.279 -0.103
N 4.714 0.076 -0.113
C 5.660 -2.211 -0.018
O 5.402 -3.491 0.009
O 6.771 -1.734 0.011
C 2.279 -2.671 -0.319
O 2.822 -3.771 -0.197
O 1.064 -2.456 -0.550
H 2.301 2.332 -0.677
H 4.030 2.590 -1.013
H 3.438 2.642 0.651
H 5.640 0.480 -0.046
H 4.410 -3.720 -0.037
C -2.313 -2.058 1.871
Si -1.881 -1.787 -0.013
C -1.916 -3.517 -0.879
C -3.234 -0.799 -1.038
C -4.462 -0.517 -0.457
C -5.451 0.115 -1.192
C -5.211 0.488 -2.503
C -3.988 0.210 -3.089
C -3.002 -0.430 -2.358
H -3.113 -2.788 1.981
H -2.615 -1.136 2.364
H -1.437 -2.439 2.394
H -2.924 -3.928 -0.853
H -1.245 -4.211 -0.380
H -1.603 -3.447 -1.917
H -4.661 -0.807 0.562
H -6.409 0.316 -0.735
H -5.974 1.005 -3.065
H -3.798 0.498 -4.113
H -2.047 -0.633 -2.821
*
```

Here are the natural (NBO) charges for atoms 1 to 6, given in e: 1.14 -0.59 0.75 -0.71 0.11 -0.21

***

Entry 2:
Below is a cluster of 2 separate species, C4H9FN2 in total at a distorted geometry, with properties calculated with ωB97M-V with the def2-TZVPD basis set.

## Properties
highest occupied orbital energy (spin up / spin down) = -7.011 / -7.391 eV
LUMO (spin up / spin down) = 0.021 / 0.033 Eh

```
! RIJCOSX wB97M-V def2-TZVPD def2/J DEFGRID3
* xyz 0 1
C -1.550 -1.336 1.271
C -1.220 0.111 -0.865
C 2.638 0.984 -0.740
C -1.308 -0.041 0.573
N 1.472 0.456 -0.156
N 1.115 0.095 0.913
F -1.690 1.191 1.190
H -0.639 -1.947 1.262
H -2.424 -1.878 0.779
H -1.735 -1.238 2.425
H -1.423 -0.856 -1.428
H -0.072 0.132 -1.198
H -1.809 0.937 -1.267
H 2.275 1.581 -1.582
H 3.118 0.075 -0.980
H 3.252 1.733 -0.197
*
```

Here are the natural (NBO) charges for atoms 1 to 6, given in e: -0.71 -0.75 -0.46 0.47 -0.17 -0.07

***

Entry 3:
Below is a cluster of 7 separate species, C30H66F4N9O15P3 in total at a distorted geometry, with properties calculated with ωB97M-V with the def2-TZVPD basis set.

## Properties
highest occupied orbital energy = -8.499 eV
LUMO = 0.001 Eh
SMILES = CN(C)P(=O)(N(C)C)N(C)C.CN(C)P(=O)(N(C)C)N(C)C.CN(C)P(=O)(N(C)C)N(C)C.O=C1OC[C@@H](F)O1.O=C1OC[C@@H](F)O1.O=C1OC[C@@H](F)O1.O=C1OC[C@@H](F)O1

```
! RIJCOSX wB97M-V def2-TZVPD def2/J DEFGRID3
* xyz 0 1
C -2.789 -3.460 -0.698
C -2.095 -4.074 -1.893
O -0.889 -3.322 -1.957
C -0.626 -2.944 -0.677
O 0.434 -2.506 -0.328
O -1.664 -3.093 0.144
F -2.805 -3.769 -3.021
H -3.377 -4.158 -0.108
H -3.354 -2.585 -1.016
H -1.882 -5.142 -1.825
C -2.103 -0.440 -4.517
C -1.678 0.939 -5.016
O -2.409 1.097 -6.246
C -3.274 0.057 -6.382
O -3.757 -0.310 -7.407
O -3.283 -0.661 -5.266
F -0.374 1.128 -5.268
H -2.462 -0.388 -3.490
H -1.371 -1.247 -4.561
H -1.941 1.635 -4.218
C 2.595 -2.827 -2.994
C 4.033 -2.446 -2.635
O 4.092 -1.059 -2.857
C 2.973 -0.626 -3.452
O 2.770 0.523 -3.715
O 2.032 -1.604 -3.470
F 4.996 -3.147 -3.273
H 2.070 -3.281 -2.161
H 2.788 -3.538 -3.805
H 4.158 -2.494 -1.549
C 0.222 0.569 0.048
C 0.151 0.773 -1.439
O -0.815 1.792 -1.466
C -1.786 1.414 -0.579
O -2.918 1.751 -0.627
O -1.203 0.532 0.293
F -0.299 -0.395 -1.950
H 0.678 1.351 0.652
H 0.610 -0.416 0.307
H 1.048 1.192 -1.897
O 4.949 -4.183 2.448
P 3.866 -3.420 3.117
N 3.422 -2.055 2.217
C 4.076 -1.862 0.934
C 2.889 -0.816 2.772
N 4.270 -2.834 4.636
C 3.295 -2.356 5.619
C 5.653 -2.970 5.109
N 2.411 -4.260 3.349
C 1.219 -3.958 2.598
C 2.317 -5.441 4.218
H 4.236 -2.839 0.484
H 4.993 -1.255 0.994
H 3.627 -1.235 0.147
H 3.621 -0.407 3.475
H 1.926 -1.093 3.212
H 2.698 -0.115 1.963
H 3.034 -1.303 5.506
H 2.374 -2.930 5.492
H 3.695 -2.558 6.611
H 5.927 -1.978 5.475
H 5.828 -3.765 5.834
H 6.312 -3.158 4.263
H 1.162 -2.932 2.233
H 1.220 -4.594 1.701
H 0.301 -4.073 3.182
H 2.356 -6.382 3.669
H 1.329 -5.379 4.680
H 3.068 -5.275 4.990
O -9.085 0.185 -2.188
P -7.860 -0.359 -1.563
N -8.274 -1.566 -0.401
C -9.434 -1.225 0.437
C -7.395 -2.621 0.001
N -6.884 0.744 -0.754
C -7.062 2.175 -0.912
C -5.911 0.311 0.247
N -6.838 -1.166 -2.620
C -5.855 -0.414 -3.426
C -7.323 -2.411 -3.206
H -9.633 -2.140 0.997
H -10.303 -0.934 -0.145
H -9.170 -0.437 1.148
H -6.341 -2.487 -0.249
H -7.679 -3.593 -0.428
H -7.401 -2.797 1.083
H -7.827 2.553 -0.222
H -6.133 2.732 -0.830
H -7.561 2.351 -1.869
H -5.045 -0.255 -0.107
H -5.638 1.149 0.881
H -6.332 -0.446 0.921
H -6.228 0.539 -3.789
H -4.969 -0.285 -2.792
H -5.419 -1.082 -4.167
H -7.983 -2.244 -4.060
H -7.885 -2.929 -2.428
H -6.505 -3.096 -3.433
O 2.956 5.416 -0.493
P 3.906 5.275 0.628
N 5.400 6.042 0.322
C 5.430 7.239 -0.488
C 6.668 5.313 0.460
N 4.266 3.699 1.012
C 4.693 2.795 -0.014
C 3.506 2.989 2.080
N 3.424 5.996 2.081
C 2.080 6.579 2.172
C 4.341 6.028 3.235
H 4.415 7.618 -0.602
H 6.007 7.171 -1.412
H 5.904 8.090 0.025
H 6.792 4.835 1.431
H 7.500 6.012 0.365
H 6.816 4.578 -0.334
H 4.952 3.259 -0.972
H 5.564 2.243 0.350
H 3.887 2.168 -0.425
H 3.137 3.637 2.870
H 2.678 2.525 1.547
H 4.209 2.278 2.511
H 1.861 7.057 3.125
H 2.002 7.395 1.448
H 1.345 5.826 1.892
H 3.761 6.079 4.155
H 4.845 6.991 3.097
H 5.060 5.215 3.196
*
```

Here are the Mulliken charges for atoms 1 to 6, given in e: 0.00 0.19 -0.25 0.26 -0.07 -0.34

***

Entry 4:
Below is a cluster of 9 separate species, C81H171N9O9 in total at a distorted geometry, with properties calculated with ωB97M-V with the def2-TZVPD basis set.

## Properties
highest occupied orbital energy = -8.420 eV
LUMO = 0.014 Eh
SMILES = CC1(C)CCCC(C)(C)N1O.CC1(C)CCCC(C)(C)N1O.CC1(C)CCCC(C)(C)N1O.CC1(C)CCCC(C)(C)N1O.CC1(C)CCCC(C)(C)N1O.CC1(C)CCCC(C)(C)N1O.CC1(C)CCCC(C)(C)N1O.CC1(C)CCCC(C)(C)N1O.CC1(C)CCCC(C)(C)N1O

```
! RIJCOSX wB97M-V def2-TZVPD def2/J DEFGRID3
* xyz 0 1
C -6.488 7.463 -5.763
C -6.241 5.965 -6.035
C -5.107 5.875 -7.080
C -4.584 4.481 -7.186
C -4.029 3.936 -5.886
C -5.025 4.005 -4.764
N -5.657 5.343 -4.873
O -6.675 5.508 -3.837
C -6.001 2.795 -4.750
C -4.362 3.983 -3.337
C -7.450 5.227 -6.523
H -5.598 7.949 -5.399
H -7.308 7.582 -4.982
H -6.810 7.954 -6.671
H -5.466 6.176 -8.072
H -4.300 6.592 -6.862
H -3.729 4.474 -7.864
H -5.273 3.723 -7.641
H -3.172 4.575 -5.702
H -3.730 2.893 -5.997
H -6.317 2.524 -5.727
H -5.526 1.914 -4.351
H -6.945 3.089 -4.263
H -3.499 3.286 -3.415
H -3.971 4.976 -3.032
H -5.087 3.622 -2.547
H -7.169 4.189 -6.760
H -7.967 5.655 -7.422
H -8.287 5.211 -5.816
H -6.185 5.958 -3.138
C 6.611 -2.704 1.589
C 5.805 -1.440 1.838
C 5.218 -1.406 3.268
C 4.755 -0.034 3.659
C 5.974 0.936 3.590
C 6.542 1.041 2.236
N 6.860 -0.309 1.838
O 7.471 -0.274 0.527
C 5.609 1.815 1.170
C 7.939 1.785 2.334
C 4.709 -1.327 0.773
H 7.222 -2.782 2.524
H 7.196 -2.588 0.719
H 6.108 -3.676 1.539
H 4.351 -2.160 3.356
H 5.993 -1.751 3.992
H 4.465 -0.067 4.720
H 3.982 0.299 2.980
H 6.708 0.550 4.377
H 5.737 1.972 3.813
H 5.009 1.138 0.531
H 4.929 2.422 1.692
H 6.177 2.446 0.494
H 8.419 1.822 1.380
H 7.915 2.729 2.869
H 8.565 1.145 2.872
H 4.137 -2.233 0.811
H 4.987 -1.178 -0.275
H 4.091 -0.451 0.934
H 6.839 0.288 0.093
C 0.211 -1.543 0.612
C 0.565 -0.068 0.928
C 1.770 0.347 -0.011
C 1.177 0.484 -1.451
C 0.099 1.488 -1.557
C -1.064 1.122 -0.659
N -0.515 0.870 0.719
O -1.561 0.629 1.625
C -2.033 2.372 -0.553
C -1.840 -0.034 -1.339
C 1.053 -0.009 2.410
H -0.710 -1.793 1.190
H 0.937 -2.144 1.088
H 0.092 -1.821 -0.424
H 2.218 1.297 0.386
H 2.481 -0.380 -0.011
H 0.930 -0.514 -1.846
H 1.884 0.873 -2.162
H -0.272 1.516 -2.613
H 0.457 2.465 -1.301
H -2.480 2.564 -1.508
H -2.835 2.039 0.081
H -1.509 3.288 -0.210
H -2.315 0.336 -2.235
H -1.189 -0.781 -1.692
H -2.666 -0.461 -0.699
H 0.419 -0.508 3.151
H 1.042 1.048 2.671
H 2.036 -0.370 2.501
H -1.593 1.461 2.140
C -6.004 -5.043 -2.087
C -4.831 -5.099 -3.147
C -4.624 -3.679 -3.625
C -3.778 -2.809 -2.623
C -2.542 -3.530 -2.206
C -2.780 -4.939 -1.598
N -3.583 -5.651 -2.597
O -3.879 -6.970 -2.015
C -1.403 -5.688 -1.538
C -3.425 -4.905 -0.239
C -5.204 -5.912 -4.415
H -6.013 -5.792 -1.247
H -6.941 -4.963 -2.604
H -5.956 -4.068 -1.595
H -4.032 -3.705 -4.521
H -5.567 -3.207 -3.791
H -4.315 -2.556 -1.723
H -3.597 -1.875 -3.140
H -1.997 -3.006 -1.477
H -1.805 -3.722 -3.023
H -0.646 -5.053 -1.037
H -1.516 -6.620 -0.977
H -1.021 -5.933 -2.509
H -2.638 -4.775 0.508
H -4.115 -4.068 -0.219
H -4.003 -5.824 -0.066
H -6.028 -5.479 -4.999
H -5.573 -6.921 -4.141
H -4.361 -6.040 -5.064
H -3.366 -7.559 -2.559
C 0.324 -3.550 4.415
C 0.147 -4.793 3.486
C 1.386 -4.865 2.561
C 1.460 -6.187 1.769
C 1.447 -7.322 2.790
C 0.194 -7.322 3.707
N 0.030 -5.956 4.363
O -1.320 -5.949 4.874
C -0.971 -7.825 2.890
C 0.439 -8.320 4.811
C -1.019 -4.590 2.493
H 1.218 -3.683 5.023
H -0.532 -3.424 5.109
H 0.367 -2.585 3.971
H 1.186 -4.050 1.846
H 2.410 -4.720 2.961
H 2.385 -6.139 1.175
H 0.592 -6.282 1.077
H 2.425 -7.313 3.265
H 1.352 -8.251 2.250
H -1.911 -7.660 3.408
H -1.030 -7.261 1.922
H -0.857 -8.876 2.765
H 1.333 -8.046 5.393
H -0.347 -8.460 5.593
H 0.644 -9.296 4.433
H -1.058 -3.573 2.197
H -1.972 -4.835 2.903
H -1.031 -5.166 1.561
H -1.266 -5.902 5.858
C 4.055 -1.909 -5.175
C 3.431 -2.605 -3.972
C 1.910 -2.922 -4.342
C 1.209 -3.818 -3.366
C 1.914 -5.121 -3.273
C 3.468 -5.019 -2.902
N 3.999 -3.963 -3.824
O 5.410 -3.858 -3.449
C 3.659 -4.528 -1.445
C 4.058 -6.401 -3.102
C 3.536 -1.686 -2.761
H 3.789 -2.402 -6.077
H 5.123 -1.827 -5.177
H 3.604 -0.936 -5.389
H 1.405 -1.941 -4.525
H 1.951 -3.496 -5.371
H 0.236 -4.123 -3.721
H 1.010 -3.340 -2.379
H 1.853 -5.601 -4.228
H 1.463 -5.919 -2.659
H 4.644 -4.145 -1.253
H 2.803 -3.835 -1.178
H 3.525 -5.343 -0.778
H 5.010 -6.507 -2.622
H 3.363 -7.116 -2.642
H 4.233 -6.603 -4.165
H 4.614 -1.450 -2.601
H 3.129 -2.083 -1.815
H 2.978 -0.832 -3.023
H 5.858 -4.508 -4.040
C 1.103 3.577 5.272
C 1.545 4.324 3.974
C 0.428 4.223 3.025
C -0.686 5.209 3.246
C -0.223 6.674 3.563
C 0.830 6.701 4.639
N 1.867 5.716 4.272
O 2.834 5.742 5.303
C 1.544 8.081 4.613
C 0.285 6.444 5.988
C 2.823 3.635 3.429
H 0.079 3.763 5.529
H 1.699 3.899 6.146
H 1.304 2.531 5.205
H 0.671 4.379 1.919
H 0.011 3.155 3.023
H -1.397 4.947 4.056
H -1.170 5.217 2.285
H -1.051 7.280 3.915
H 0.159 7.228 2.724
H 2.106 8.300 3.715
H 0.817 8.884 4.655
H 2.202 8.209 5.492
H 1.069 6.673 6.739
H -0.596 7.106 6.205
H 0.013 5.411 6.130
H 3.611 3.481 4.168
H 3.237 4.231 2.623
H 2.627 2.604 3.052
H 3.555 6.264 4.920
C -2.228 1.684 5.239
C -3.240 0.552 5.336
C -4.704 1.079 5.607
C -5.831 0.079 5.408
C -5.765 -0.593 4.063
C -4.401 -1.224 3.841
N -3.307 -0.245 4.046
O -2.030 -0.903 3.990
C -4.271 -2.546 4.642
C -4.278 -1.573 2.359
C -2.876 -0.340 6.487
H -2.027 2.076 6.233
H -2.617 2.485 4.667
H -1.298 1.258 4.795
H -4.738 1.376 6.665
H -4.997 1.918 4.930
H -6.829 0.496 5.348
H -5.815 -0.658 6.171
H -6.112 0.152 3.317
H -6.434 -1.439 4.007
H -3.226 -2.893 4.622
H -4.524 -2.495 5.687
H -4.892 -3.295 4.226
H -4.594 -0.752 1.712
H -3.281 -1.884 2.097
H -4.989 -2.357 2.112
H -1.838 -0.536 6.559
H -3.295 -1.307 6.612
H -3.221 0.116 7.397
H -1.610 -0.532 3.198
C 0.847 5.841 -2.755
C 2.350 5.471 -2.925
C 2.861 5.120 -1.505
C 4.149 4.167 -1.406
C 3.918 2.990 -2.305
C 3.570 3.325 -3.748
N 2.442 4.243 -3.699
O 1.906 4.406 -5.004
C 4.814 3.876 -4.467
C 3.169 2.033 -4.456
C 3.055 6.781 -3.500
H 0.475 6.309 -3.666
H 0.703 6.528 -1.857
H 0.232 4.896 -2.672
H 2.983 6.027 -0.876
H 2.073 4.558 -0.982
H 4.214 3.800 -0.365
H 5.011 4.757 -1.719
H 3.062 2.407 -1.960
H 4.704 2.190 -2.350
H 5.065 4.834 -4.078
H 5.635 3.164 -4.291
H 4.697 3.945 -5.551
H 3.004 2.162 -5.508
H 4.018 1.298 -4.484
H 2.277 1.614 -3.980
H 2.537 7.574 -2.995
H 2.881 6.869 -4.554
H 4.117 6.829 -3.222
H 2.333 5.119 -5.440
*
```

Here are the Mulliken charges for atoms 1 to 6, given in e: -2.01 1.50 -1.02 -0.78 -1.05 1.82

***

Entry 5:
Below is an isolated molecule of C3H8NP at a distorted geometry, with properties calculated with ωB97M-V with the def2-TZVPD basis set.

## Properties
highest occupied orbital energy = -8.752 eV
LUMO = -0.007 Eh
SMILES = [H]/P=N/C(C)C

```
! RIJCOSX wB97M-V def2-TZVPD def2/J DEFGRID3
* xyz 0 1
C -0.939 -1.026 0.467
C -0.326 1.363 -0.115
C -0.236 -0.130 -0.516
N 1.071 -0.574 -0.622
P 2.218 0.045 0.234
H -0.669 -1.096 1.488
H -1.958 -0.704 0.450
H -0.816 -1.895 -0.078
H 0.027 1.264 0.968
H -1.347 1.718 -0.050
H 0.449 2.060 -0.496
H -0.824 -0.262 -1.519
H 3.352 -0.762 -0.208
*
```

Here are the natural (NBO) charges for atoms 1 to 6, given in e: -0.60 -0.64 -0.06 -0.80 0.74 0.21